{"formula": "C29H30N5PPtS3", "method": "wB97M-V/def2-TZVPD", "symbols": ["Pt", "C", "S", "C", "S", "N", "N", "C", "C", "C", "C", "C", "C", "N", "H", "H", "H", "H", "H", "H", "H", "H", "C", "C", "C", "C", "C", "C", "P", "C", "C", "C", "C", "C", "C", "C", "C", "C", "C", "C", "C", "H", "H", "H", "H", "H", "H", "H", "H", "H", "H", "H", "H", "H", "H", "C", "N", "C", "S", "N", "C", "H", "H", "H", "H", "H", "H", "H", "H"], "xyz": [[0.055, 0.269, -0.694], [3.759, -3.991, 0.686], [3.971, -2.205, 0.887], [2.721, -1.541, -0.101], [2.584, 0.208, 0.084], [1.994, -2.262, -0.875], [0.936, -1.608, -1.439], [0.542, -1.983, -2.585], [-0.640, -1.322, -3.152], [-1.205, -1.726, -4.342], [-2.334, -1.061, -4.803], [-2.864, -0.027, -4.052], [-2.239, 0.328, -2.868], [-1.145, -0.298, -2.437], [4.631, -4.390, 0.177], [2.861, -4.183, 0.105], [3.671, -4.427, 1.677], [1.063, -2.764, -3.131], [-0.769, -2.549, -4.897], [-2.792, -1.352, -5.741], [-3.749, 0.506, -4.375], [-2.611, 1.134, -2.249], [0.519, -3.420, 3.476], [1.067, -2.154, 3.318], [0.367, -1.170, 2.635], [-0.892, -1.454, 2.105], [-1.434, -2.732, 2.253], [-0.732, -3.708, 2.946], [-1.833, -0.265, 1.116], [-3.561, -0.438, 1.627], [-4.583, -0.483, 0.683], [-5.906, -0.559, 1.099], [-6.203, -0.587, 2.453], [-5.182, -0.544, 3.399], [-3.858, -0.477, 2.993], [-1.266, 1.393, 1.505], [-1.844, 2.351, 2.328], [-1.179, 3.561, 2.489], [0.027, 3.823, 1.818], [0.575, 2.889, 0.959], [-0.120, 1.693, 0.744], [1.061, -4.180, 4.027], [2.040, -1.926, 3.738], [0.791, -0.178, 2.540], [-2.413, -2.961, 1.844], [-1.166, -4.692, 3.075], [-4.348, -0.471, -0.377], [-6.703, -0.603, 0.367], [-7.235, -0.650, 2.778], [-5.419, -0.571, 4.456], [-3.063, -0.470, 3.731], [-2.768, 2.150, 2.857], [-1.581, 4.304, 3.168], [0.528, 4.772, 1.970], [1.499, 3.104, 0.434], [5.411, 1.083, -2.102], [4.597, 2.306, -2.117], [3.285, 2.390, -2.276], [2.272, 0.993, -2.520], [2.724, 3.596, -2.259], [3.465, 4.850, -2.130], [6.331, 1.273, -2.649], [4.871, 0.278, -2.584], [5.653, 0.796, -1.080], [5.101, 3.170, -1.986], [1.735, 3.623, -2.433], [4.178, 4.974, -2.946], [3.992, 4.894, -1.176], [2.760, 5.673, -2.169]], "forces_ev_per_a": [[-0.244, 0.290, 0.089], [-0.050, 0.047, -0.036], [0.099, 0.062, 0.012], [0.166, 0.078, 0.145], [-0.211, -0.137, 0.119], [-0.183, -0.010, -0.084], [0.145, 0.214, 0.266], [-0.352, -0.172, -0.479], [0.143, 0.044, 0.172], [-0.054, -0.148, -0.249], [-0.036, -0.049, -0.105], [-0.097, 0.019, -0.030], [0.175, -0.069, 0.048], [0.052, 0.004, -0.158], [0.013, -0.032, -0.032], [0.033, -0.012, 0.046], [0.007, -0.002, 0.012], [-0.074, -0.080, 0.049], [-0.053, 0.088, 0.047], [0.008, 0.005, 0.056], [0.061, -0.024, 0.019], [0.025, 0.030, 0.000], [-0.025, -0.068, 0.015], [0.024, 0.080, -0.027], [-0.034, 0.035, 0.064], [-0.116, -0.036, 0.021], [0.015, -0.046, 0.019], [-0.028, 0.029, -0.059], [0.457, -0.245, 0.184], [0.072, 0.025, -0.070], [-0.024, 0.011, -0.010], [0.063, -0.005, -0.056], [0.010, 0.007, 0.082], [0.022, -0.011, -0.037], [-0.110, -0.036, -0.015], [-0.005, 0.150, -0.051], [0.077, 0.148, 0.092], [0.043, -0.039, -0.033], [-0.120, 0.017, 0.072], [-0.120, -0.032, -0.010], [0.112, -0.104, 0.049], [-0.029, 0.040, -0.037], [-0.063, 0.009, 0.001], [0.004, -0.013, -0.007], [0.055, 0.002, 0.041], [0.020, 0.030, -0.007], [-0.011, 0.013, 0.045], [0.033, 0.002, 0.028], [0.081, 0.011, -0.021], [0.006, -0.003, -0.038], [-0.034, 0.007, -0.029], [0.030, 0.009, 0.001], [0.021, -0.026, -0.063], [-0.057, -0.040, 0.022], [-0.030, -0.044, 0.021], [-0.116, 0.205, 0.016], [0.084, -0.383, 0.000], [0.100, -0.045, 0.054], [0.279, 0.160, -0.112], [0.048, 0.148, 0.014], [-0.098, -0.145, -0.069], [-0.007, 0.025, -0.003], [-0.077, -0.034, -0.054], [-0.028, 0.017, 0.039], [0.031, 0.020, 0.005], [-0.079, 0.020, 0.009], [0.001, -0.021, -0.037], [-0.009, -0.008, 0.044], [-0.039, 0.020, 0.005]], "mulliken_charge": [1.205, -0.780, -0.018, 0.726, -0.385, -1.295, 0.418, -0.639, 0.994, -0.911, -0.338, -0.921, -0.069, -0.014, 0.352, 0.268, 0.323, 0.403, 0.461, 0.461, 0.437, 0.610, -0.530, -0.794, -0.511, 0.692, -0.676, -0.746, 0.450, 0.330, -0.404, -0.629, -0.500, -0.733, -0.524, 1.217, -0.586, -0.686, -0.746, -0.194, -0.813, 0.468, 0.506, 0.572, 0.464, 0.439, 0.396, 0.430, 0.417, 0.430, 0.500, 0.549, 0.423, 0.440, 0.410, -0.922, -0.184, 0.528, -0.157, -0.093, -1.181, 0.360, 0.353, 0.316, 0.210, 0.277, 0.403, 0.390, 0.351], "relative_energy_ev": 0.342, "multiplicity": 5, "lumo_energy_ev": [-5.99, -7.94], "charge": 2, "orbital_gap_ev": [6.504, 5.627], "homo_energy_ha": [-0.4593, -0.4986]}

---

{"formula": "C24H37BrClKN3", "method": "wB97M-V/def2-TZVPD", "symbols": ["C", "C", "C", "C", "C", "C", "C", "C", "C", "N", "C", "C", "C", "C", "C", "Cl", "C", "C", "C", "C", "C", "Br", "C", "N", "C", "C", "C", "C", "N", "H", "H", "H", "H", "H", "H", "H", "H", "H", "H", "H", "H", "H", "H", "H", "H", "H", "H", "H", "H", "H", "H", "H", "H", "H", "H", "H", "H", "H", "H", "H", "H", "H", "H", "H", "H", "H", "K"], "xyz": [[8.212, -1.055, 0.402], [7.337, 0.127, -0.216], [6.724, 1.043, 0.914], [5.556, 1.981, 0.438], [4.228, 1.219, 0.021], [2.904, 1.955, 0.483], [1.916, 2.387, -0.729], [0.762, 1.254, -0.841], [1.074, 0.065, -1.666], [0.242, -0.998, -1.842], [-0.948, -0.832, -1.147], [-1.940, -1.968, -1.231], [-1.621, -3.256, -2.096], [-0.422, -4.119, -1.525], [0.905, -3.961, -2.382], [1.420, -5.459, -3.260], [-3.218, -1.943, -0.560], [-3.587, -0.707, 0.252], [-4.968, -0.756, 0.973], [-5.131, -2.089, 1.849], [-5.432, -1.789, 3.378], [-4.163, -2.845, 4.493], [-2.645, 0.412, 0.346], [-2.966, 1.609, 1.112], [-4.195, 2.295, 0.634], [-3.965, 3.753, 0.078], [-5.203, 4.064, -0.891], [-1.300, 0.365, -0.350], [-0.462, 1.460, -0.163], [8.592, -1.759, -0.392], [7.636, -1.676, 1.142], [9.107, -0.648, 0.956], [6.576, -0.365, -0.877], [8.070, 0.753, -0.805], [6.463, 0.392, 1.800], [7.566, 1.709, 1.273], [5.937, 2.667, -0.370], [5.288, 2.637, 1.324], [4.269, 0.216, 0.547], [4.264, 1.042, -1.095], [3.130, 2.921, 1.079], [2.302, 1.231, 1.143], [1.440, 3.391, -0.597], [2.495, 2.399, -1.698], [2.079, 0.015, -2.164], [-2.538, -3.909, -2.131], [-1.440, -2.909, -3.151], [-0.206, -3.921, -0.443], [-0.733, -5.202, -1.591], [1.700, -3.521, -1.719], [0.697, -3.163, -3.151], [-3.931, -2.796, -0.616], [-5.754, -0.819, 0.160], [-5.193, 0.139, 1.608], [-5.947, -2.757, 1.447], [-4.192, -2.713, 1.813], [-6.467, -2.096, 3.664], [-5.324, -0.694, 3.592], [-2.980, 1.422, 2.113], [-4.727, 1.711, -0.177], [-4.917, 2.312, 1.509], [-3.041, 3.864, -0.544], [-4.009, 4.459, 0.955], [-5.214, 5.125, -1.250], [-5.137, 3.316, -1.732], [-6.162, 3.817, -0.345], [1.187, 1.198, 2.254]], "forces_ev_per_a": [[0.055, 0.195, 0.116], [1.017, -0.578, 0.673], [0.653, -0.038, -0.397], [-0.126, 0.064, 0.890], [0.683, -0.024, 0.291], [-0.223, 0.313, -0.742], [-0.787, -1.616, 0.120], [-0.647, 0.616, -0.099], [-0.685, 0.109, 0.546], [-0.334, 2.934, 1.933], [-1.380, -0.868, 0.093], [-1.645, -0.395, 0.504], [-0.069, 0.773, 0.589], [0.161, -0.849, -0.831], [-0.757, 1.658, 0.330], [-0.144, 0.715, 0.653], [2.487, 2.812, 0.117], [1.986, 0.129, -0.611], [-0.093, -0.843, -0.414], [0.140, -0.172, 0.352], [-0.257, 0.080, -0.840], [-0.627, 0.650, -0.235], [-0.542, -2.050, -0.405], [-0.069, -0.905, -0.978], [-0.522, 0.505, 0.134], [-1.567, -0.006, -0.185], [0.357, -0.817, 0.771], [-1.473, -0.469, 0.612], [3.050, -2.804, -2.444], [-0.398, 0.831, 0.721], [0.349, 0.613, -0.701], [-0.905, -0.351, -0.602], [0.504, 0.773, 0.466], [-1.123, -0.640, 0.194], [-0.169, 0.717, -0.879], [-0.909, -0.686, -0.284], [-0.496, -0.712, 0.679], [0.371, -0.561, -0.965], [-0.065, 0.946, -0.772], [-0.351, 0.073, 1.242], [-0.169, -1.616, -0.655], [4.929, 1.834, -4.821], [0.394, -0.953, 0.078], [-0.606, 0.000, 1.086], [-1.140, 0.092, 0.488], [0.788, 0.867, 0.159], [0.063, -0.505, 0.983], [-0.325, 0.024, -0.958], [0.351, 1.109, 0.152], [-0.384, -0.998, -0.860], [0.426, -1.124, 0.658], [0.749, 0.793, -0.048], [0.818, 0.358, 0.854], [0.389, -0.778, -0.719], [0.787, 0.841, 0.344], [-0.927, 0.800, -0.097], [1.035, 0.168, -0.132], [0.167, -1.134, 0.080], [-0.224, -0.024, -0.435], [0.816, 0.357, 0.859], [0.606, 0.342, -1.063], [-0.537, -0.246, 0.939], [0.486, -0.515, -1.039], [-0.028, -1.064, 0.224], [-0.116, 1.053, 0.538], [0.905, 0.524, -0.579], [-4.702, -0.325, 4.324]], "mulliken_charge": [-1.191, -0.218, -0.806, -0.672, -0.661, -0.570, -0.869, 0.444, -0.839, -0.189, -0.359, 1.022, -1.174, -0.555, -0.289, -0.210, -1.005, 0.584, -0.430, -0.750, -0.532, -0.194, -0.192, -0.107, -0.611, -0.186, -1.167, 0.549, -0.642, 0.335, 0.315, 0.298, 0.246, 0.256, 0.346, 0.354, 0.262, 0.347, 0.283, 0.302, 0.488, 0.294, 0.360, 0.485, 0.382, 0.388, 0.429, 0.300, 0.405, 0.252, 0.206, 0.326, 0.356, 0.034, 0.277, 0.501, 0.368, 0.338, 0.312, 0.190, 0.316, 0.218, 0.287, 0.370, 0.315, 0.273, 1.005], "lumo_energy_ev": -3.59, "charge": 1, "orbital_gap_ev": 7.542, "homo_energy_ha": -0.4092}